Record 1
Below is a cluster of 14 separate species, C6H39NO13 in total in a non-equilibrium geometry, with properties calculated with ωB97M-V with the def2-TZVPD basis set.

Geometry as XYZ:
```
59
Properties=species:S:1:pos:R:3
C 1.668 -1.317 -0.440
N 0.361 -0.719 -0.395
C -0.093 -0.173 0.957
C -0.191 1.320 0.575
C -1.204 2.147 1.319
C -0.683 3.137 2.115
C 1.623 -2.670 0.305
H 2.376 -0.655 0.032
H 1.992 -1.388 -1.461
H 0.425 0.019 -1.183
H -1.219 -0.546 1.141
H 0.423 -0.476 1.823
H 0.818 1.745 0.425
H -0.395 1.565 -0.515
H -2.280 2.011 1.084
H -1.214 3.732 2.878
H 0.345 3.374 1.924
H 0.748 -3.094 -0.057
H 2.463 -3.276 -0.091
H 1.682 -2.635 1.399
H -3.944 -1.402 1.407
H -3.605 -0.251 0.353
O -3.397 -0.652 1.167
H 0.428 0.692 -3.808
H 0.045 2.323 -3.108
O 0.013 1.187 -3.130
H 0.926 -2.086 3.427
H 1.889 -1.195 2.527
O 1.573 -1.404 3.440
H 2.820 0.815 3.507
H 1.798 1.167 2.371
O 2.690 0.739 2.565
H -0.605 -1.057 -3.608
H -1.412 0.030 -3.500
O -1.591 -0.923 -3.777
H -3.535 1.003 -1.060
H -3.926 2.427 -0.557
O -3.310 1.887 -1.028
H -3.811 -1.917 -1.211
H -2.392 -1.258 -1.790
O -3.350 -1.095 -1.508
H 0.255 3.876 -0.981
H -0.809 3.623 -2.146
O -0.044 3.279 -1.699
H 0.631 -2.748 -2.571
H 0.121 -3.780 -3.574
O 0.443 -3.658 -2.695
H -0.394 -2.560 1.181
H -1.301 -2.909 2.422
O -0.418 -2.888 2.123
H -0.331 0.214 4.266
H -1.677 0.146 3.222
O -1.185 0.166 3.984
H 3.771 0.477 0.547
H 4.211 1.790 0.042
O 4.188 0.900 -0.312
H 2.985 1.590 -2.769
H 2.236 0.329 -2.495
O 2.370 1.023 -3.064
```

Results
- Gap between HOMO and LUMO: 8.6 eV
- Energy: -34956.524 eV

Record 2
Below is a cluster of 13 separate species, C6H39NO13 in total in a non-equilibrium geometry, with properties calculated with ωB97M-V with the def2-TZVPD basis set.

Geometry as XYZ:
```
59
Properties=species:S:1:pos:R:3
C 1.646 -0.343 -0.490
N 0.710 0.755 -0.361
C 0.032 1.325 -1.544
O -1.196 0.690 -1.647
C 2.302 -0.401 0.922
C 1.305 -0.767 2.037
C 0.596 -2.083 1.675
C 1.967 -0.894 3.401
H 1.002 -1.226 -0.745
H 2.273 -0.135 -1.347
H 0.083 0.633 0.456
H 0.579 1.120 -2.470
H -0.009 2.362 -1.143
H -1.908 1.089 -1.114
H 3.064 -1.189 0.946
H 2.924 0.432 1.228
H 0.524 0.029 2.104
H 0.935 -2.836 2.384
H -0.470 -1.949 1.801
H 0.649 -2.596 0.692
H 2.546 -1.830 3.351
H 2.590 -0.098 3.729
H 1.264 -1.169 4.208
H -1.322 -0.964 -1.178
H -2.465 -1.732 -1.719
O -1.708 -1.856 -1.109
H -1.545 1.327 -3.689
H -1.366 -0.186 -3.932
O -1.998 0.562 -4.036
H -3.307 -0.264 -3.295
H -3.808 -1.662 -3.686
O -3.960 -0.956 -3.049
H 3.950 -1.422 -0.911
H 4.925 -0.199 -0.764
O 4.809 -1.072 -1.152
H 0.586 5.006 0.468
H -0.015 4.979 1.884
O 0.014 5.486 1.068
H -1.723 1.582 3.980
H -1.381 1.093 2.592
O -1.135 1.772 3.240
H 0.070 -1.395 -5.156
H 0.041 -2.166 -3.776
O -0.101 -1.311 -4.216
H -0.556 -3.135 -1.986
H -0.009 -4.545 -2.453
O 0.003 -3.599 -2.631
H 0.787 2.586 2.780
H 0.644 2.435 1.288
O 1.032 3.021 1.944
H 2.629 1.373 4.332
H 1.319 1.773 3.755
O 1.778 1.728 4.602
H -1.956 -0.986 0.557
H -2.949 0.121 0.720
O -2.083 -0.163 1.070
H -4.344 -0.126 -1.449
H -4.442 1.356 -1.045
O -3.823 0.618 -1.120
```

Results
- Spin multiplicity: 2
- Gap between HOMO and LUMO (alpha / beta): 10.5 / 5.6 eV
- Expectation value of S²: 0.755
- Energy: -34953.617 eV
- Charge: +1

Record 3
Below is the ion C6H3BrClN2 with charge +1 in a non-equilibrium geometry, with properties calculated with ωB97M-V with the def2-TZVPD basis set.

Geometry as XYZ:
```
13
Properties=species:S:1:pos:R:3
C 0.472 -2.327 -0.971
C -0.398 1.290 0.818
C 0.970 1.539 0.423
C -1.374 0.394 0.642
C 1.931 0.851 -0.129
C -1.131 -0.860 -0.089
N 1.005 -2.913 -1.809
N -0.068 -1.489 -0.109
Cl 2.985 -0.060 -0.753
Br -2.740 -1.652 -1.003
H -0.665 2.049 1.446
H 1.404 2.563 0.432
H -2.391 0.616 1.100
```

Results
- Gap between HOMO and LUMO: 7.0 eV
- Energy: -91802.565 eV
- Charge: +1

Q: Which relative energy (zero: lowest compared OMol25 entry of this formula, charge and spin) values were calculated for the entries above? A: 214.93 74.23 27.11, in kcal/mol.